Record 1
Molecular formula: C2H6NO2S2
Method: DFT, wB97M-V/def2-TZVPD

Geometry as XYZ:
```
13
Properties=species:S:1:pos:R:3:forces:R:3
H 0.194 -2.547 2.311 0.072 -0.517 0.205
H 1.333 0.973 0.334 -0.049 0.149 -0.154
H -1.408 -3.333 1.970 0.034 0.041 0.170
S 0.931 -1.293 -0.484 0.143 0.186 -0.131
H 1.265 2.561 1.089 -0.230 -0.229 -0.007
N 1.048 1.955 0.315 0.504 0.055 0.224
S -0.865 -1.490 0.503 -0.251 -0.509 0.122
C 0.021 2.346 -0.481 -0.355 -1.193 -0.195
O -0.221 1.499 -1.522 -0.376 0.182 0.445
O -0.643 3.340 -0.292 0.140 0.479 -0.352
C -0.478 -2.945 1.554 -0.154 0.825 -0.411
H -0.003 -3.696 0.928 0.092 -0.024 0.098
H 0.014 0.547 -1.307 0.431 0.556 -0.012
```
Positions in Å, forces in eV/Å.

Calculated values
energy above the lowest of the compared OMol25 structures with the same formula, charge and spin	0.0	kJ/mol
Kohn-Sham gap	0.245	hartree
multiplicity	1
LUMO energy	3.58	eV
charge	-1
HOMO energy	-3.073	eV

Mulliken population analysis, charges in e, atoms 1 to 5:
1 H 0.23
2 H 0.14
3 H 0.29
4 S -0.68
5 H 0.20

***

Record 2
Molecular formula: C2H6NO3
Method: DFT, wB97M-V/def2-TZVPD

Geometry as XYZ:
```
12
Properties=species:S:1:pos:R:3:forces:R:3
H 0.672 -1.683 -0.693 -0.324 -0.034 1.296
O 0.373 1.994 1.195 -0.055 0.996 -0.331
N 1.063 0.035 0.347 -0.148 2.475 0.234
H 1.949 -1.953 0.304 1.730 0.465 0.435
H -1.533 0.546 -1.147 0.627 -0.571 1.378
H 1.847 0.538 0.757 -0.248 -0.540 -0.157
H 0.462 -1.829 1.141 -0.104 0.107 -0.426
O -1.285 0.601 0.703 -0.772 -1.100 -1.123
C -0.111 0.959 0.716 2.765 -0.657 1.786
O -1.998 0.723 -1.954 1.118 -2.130 -2.237
H -2.505 1.433 -1.701 -1.960 2.628 0.763
C 1.065 -1.363 0.333 -2.629 -1.640 -1.618
```
Positions in Å, forces in eV/Å.

Calculated values
energy above the lowest of the compared OMol25 structures with the same formula, charge and spin	95.1	kJ/mol
Kohn-Sham gap	0.306	hartree
multiplicity	1
LUMO energy	4.17	eV
charge	-1
HOMO energy	-4.160	eV

Mulliken population analysis, charges in e, atoms 1 to 5:
1 H 0.19
2 O -0.76
3 N -0.29
4 H 0.39
5 H 0.35

***

Record 3
Molecular formula: C2H6NO3
Method: DFT, wB97M-V/def2-TZVPD

Geometry as XYZ:
```
12
Properties=species:S:1:pos:R:3:forces:R:3
O 2.323 0.887 -1.131 -0.191 -0.807 0.018
N -0.653 -0.673 0.170 0.044 -0.761 -1.295
O 1.593 -1.214 0.211 0.030 -0.558 0.122
O -2.650 1.001 -0.570 0.270 -0.688 -0.771
H 0.289 -1.540 1.729 0.239 0.222 0.272
H -0.489 -0.588 -0.833 0.087 0.417 -0.018
C -1.847 0.787 0.352 -0.974 1.453 1.377
H -2.295 0.485 1.317 0.350 -0.334 0.147
H 2.269 0.354 -1.935 0.128 0.447 -0.172
H -1.014 1.495 0.485 0.270 -0.185 -0.047
C 0.449 -1.141 0.713 -0.528 0.129 0.525
H 2.025 0.147 -0.511 0.275 0.667 -0.159
```
Positions in Å, forces in eV/Å.

Calculated values
energy above the lowest of the compared OMol25 structures with the same formula, charge and spin	209.9	kJ/mol
Kohn-Sham gap	0.315	hartree
multiplicity	1
LUMO energy	4.27	eV
charge	-1
HOMO energy	-4.304	eV

Mulliken population analysis, charges in e, atoms 1 to 5:
1 O -0.72
2 N -0.41
3 O -0.75
4 O -0.65
5 H 0.35

***

Record 4
Molecular formula: C2H6NO3
Method: DFT, wB97M-V/def2-TZVPD

Geometry as XYZ:
```
12
Properties=species:S:1:pos:R:3:forces:R:3
O -1.149 0.593 -1.511 -0.899 -0.486 -0.551
H -1.547 0.708 2.763 1.273 0.158 0.024
H -0.458 1.030 1.746 0.541 -0.016 -0.785
H 0.685 -2.327 0.271 -0.047 -0.613 -0.276
H 1.319 -0.887 -2.117 -0.313 0.505 0.083
N 1.312 -1.617 -0.080 -0.535 1.042 -0.258
H -0.187 -1.648 -1.495 -0.538 -0.596 -1.086
H 1.086 -0.901 0.617 0.884 0.219 0.165
O -0.570 0.836 2.692 -1.809 -0.237 1.074
C 0.615 -0.984 -1.289 -0.117 -0.118 3.158
C -0.213 0.288 -0.770 0.978 1.706 -1.367
O 0.157 1.011 0.210 0.581 -1.563 -0.181
```
Positions in Å, forces in eV/Å.

Calculated values
energy above the lowest of the compared OMol25 structures with the same formula, charge and spin	83.9	kJ/mol
Kohn-Sham gap	0.314	hartree
multiplicity	1
LUMO energy	4.19	eV
charge	-1
HOMO energy	-4.351	eV

Mulliken population analysis, charges in e, atoms 1 to 5:
1 O -0.70
2 H 0.27
3 H 0.42
4 H 0.25
5 H 0.24

***

Record 5
Molecular formula: C2H6NO3P2
Method: DFT, wB97M-V/def2-TZVPD

Geometry as XYZ:
```
14
Properties=species:S:1:pos:R:3:forces:R:3
H -2.234 -1.449 0.318 -0.368 -0.109 0.578
O 0.245 2.498 -1.398 0.482 0.480 0.861
P 0.977 2.589 -0.084 -0.213 -3.609 -0.316
H -0.010 0.677 2.312 -0.139 -0.202 -0.837
H -1.539 -0.366 -0.831 0.612 -1.036 0.246
C -0.300 -0.680 0.926 0.733 0.314 -1.560
H -0.908 -2.118 -0.568 0.176 0.061 -0.589
O 1.242 -0.221 -1.761 1.528 -3.692 -2.043
N -0.427 0.551 1.373 -1.476 2.088 1.335
P 1.735 -0.461 -0.256 0.393 -1.278 1.477
O 1.799 1.092 0.123 0.504 2.993 0.807
H 0.746 0.523 -1.650 -2.795 3.676 -0.607
C -1.277 -1.202 -0.122 -0.116 1.453 -0.230
H -0.048 -1.434 1.617 0.681 -1.139 0.878
```
Positions in Å, forces in eV/Å.

Calculated values
energy above the lowest of the compared OMol25 structures with the same formula, charge and spin	53.6	kJ/mol
Kohn-Sham gap (spin up / spin down)	0.213 / 0.213	hartree
multiplicity	1
LUMO energy (spin up / spin down)	4.07 / 4.07	eV
charge	-1
HOMO energy (spin up / spin down)	-1.730 / -1.729	eV

Mulliken population analysis, charges in e, atoms 1 to 5:
1 H 0.43
2 O -0.57
3 P 0.26
4 H 0.16
5 H 0.22

***

Record 6
Molecular formula: C2H6NS
Method: DFT, wB97M-V/def2-TZVPD

Geometry as XYZ:
```
10
Properties=species:S:1:pos:R:3:forces:R:3
H 3.300 -1.335 -1.655 0.366 -0.141 0.038
N -0.461 -0.886 0.270 0.101 -1.194 -0.590
H -0.779 2.310 1.106 -0.210 0.178 -0.644
H 0.774 0.728 0.066 0.021 -0.139 0.584
S 1.987 -1.144 -1.624 -0.149 0.043 -0.285
C -1.160 1.389 0.667 0.759 0.107 0.777
H -2.205 1.174 0.842 -0.096 -0.252 0.102
H -1.416 -1.205 0.233 -0.098 0.164 0.138
C -0.233 0.446 0.375 -0.521 0.379 -0.583
H 0.194 -1.476 -0.280 -0.172 0.856 0.462
```
Positions in Å, forces in eV/Å.

Calculated values
energy above the lowest of the compared OMol25 structures with the same formula, charge and spin	39.8	kJ/mol
Kohn-Sham gap	0.265	hartree
multiplicity	1
LUMO energy	4.27	eV
charge	-1
HOMO energy	-2.934	eV

Mulliken population analysis, charges in e, atoms 1 to 5:
1 H -0.04
2 N -0.39
3 H 0.20
4 H 0.24
5 S -0.87

***

Q: Look up the charge of the sixth one.
A: -1